# 1
ORCA calculation (ωB97M-V with the def2-TZVPD basis set) on a cluster of 12 separate species, C6H33O13 in total at a distorted geometry.

spin multiplicity = 1
total charge = -1
calculated total energy = -1226.60146 hartree
Kohn-Sham gap = 10.04 eV
strongest force on any atom = 0.0920 Eh/bohr
LUMO energy = 2.73 eV
HOMO energy = -7.31 eV

XYZ file:
```
52
Properties=species:S:1:pos:R:3:nbo_charge:R:1
O -2.48717 -0.30331 -3.56805 -0.998
O -1.22888 1.90195 -3.13199 -1.008
O -2.80560 2.48192 -1.09365 -0.989
O -0.89557 -3.66693 -2.39909 -0.978
O 2.12135 -1.27733 0.10359 -0.766
O 1.11857 -1.15103 -2.32383 -0.997
O -0.74802 -3.67752 0.01081 -1.023
O -2.04289 -0.10567 1.48578 -0.968
O 4.03794 0.42672 -0.49250 -0.964
O -0.05501 0.89333 -0.94974 -1.002
O 0.50889 3.73772 -0.11213 -0.973
O -3.63614 0.07745 -0.73376 -0.976
O 0.11473 -1.30088 0.89064 -0.870
C 1.91982 -1.28814 2.48929 -0.517
C 2.54824 0.10370 2.77786 -0.390
C 1.36995 -1.27571 1.06573 0.830
C 0.42701 1.66129 2.42181 -0.420
C 0.01358 1.36707 3.90498 -0.643
C 1.92726 1.33224 2.07439 -0.406
H 1.24953 -1.47496 3.35720 0.203
H -0.84119 2.02668 4.11756 0.210
H -2.99073 1.57218 -0.86855 0.506
H 3.78785 0.05371 -1.34978 0.463
H -3.58448 3.00194 -0.68584 0.474
H 2.30869 0.17512 3.89277 0.196
H -3.13412 -0.26924 0.00095 0.499
H 3.47719 0.01635 2.39513 0.212
H -0.27496 3.03453 -0.06789 0.493
H -0.79076 -2.81069 -1.94543 0.471
H 2.55603 2.11715 2.37440 0.201
H -1.70438 -0.90792 -3.20326 0.463
H 0.44395 0.07812 -1.20306 0.503
H 0.84297 -1.88509 -2.84128 0.482
H 1.11730 3.20989 -0.72503 0.482
H -0.16402 1.08339 1.65463 0.196
H -1.72895 0.55390 2.02865 0.472
H -1.40031 -0.74626 1.47658 0.499
H -0.41071 -2.79210 0.39285 0.517
H -0.37814 0.50561 -0.17873 0.480
H -3.42105 -0.54797 -1.46430 0.503
H 2.74583 -1.97885 2.56944 0.219
H -1.89819 2.28837 -2.46998 0.511
H -2.12633 0.56942 -3.68748 0.500
H -0.55973 1.46737 -2.67073 0.492
H -1.53035 -3.94698 0.53214 0.469
H 1.95915 1.20865 0.94499 0.230
H 0.42756 2.73308 2.29328 0.227
H -0.22172 0.27248 4.02346 0.201
H -0.69408 -4.32028 -1.70217 0.496
H 1.45345 -1.46838 -1.48314 0.503
H 0.83050 1.55644 4.61499 0.205
H 3.40135 -0.06965 -0.01544 0.482
```

=====

# 2
ORCA calculation (ωB97M-V with the def2-TZVPD basis set) on a structure of composition C6H34BeO12 at a distorted geometry.

spin multiplicity = 1
total charge = 0
calculated total energy = -1166.59828 hartree
Kohn-Sham gap = 4.09 eV
strongest force on any atom = 0.0929 Eh/bohr
LUMO energy = -1.11 eV
HOMO energy = -5.21 eV

XYZ file:
```
53
Properties=species:S:1:pos:R:3:nbo_charge:R:1
O -1.47400 -3.70300 -20.45200 -0.997
O -0.16100 -1.82000 -23.66000 -0.941
O -2.32800 -0.06800 -20.05200 -0.992
O -1.14900 0.87300 -22.25700 -1.047
O -7.27600 -2.29300 -21.57500 -0.945
O -0.14200 -1.40500 -20.99700 -0.995
O -2.54700 -1.45100 -22.26300 -1.148
O -5.98800 3.00800 -20.41400 -1.002
O -3.44300 2.12700 -22.43400 -0.995
O -3.82200 -2.66500 -19.45900 -0.948
O -3.34200 -6.27800 -21.64600 -0.938
O -0.33900 -4.69800 -22.92900 -0.967
C -6.83900 1.36800 -21.97600 -0.620
C -4.59800 -0.97200 -23.27300 -0.617
C -6.78900 3.87800 -22.52400 -0.603
C -3.69400 -3.27500 -22.94800 -0.600
C -3.35200 -1.83500 -23.33800 0.127
C -6.96300 2.81600 -21.45100 0.087
Be -1.54100 -0.55800 -21.43700 1.713
H -7.94200 2.90100 -21.12600 0.113
H -5.90400 1.11500 -22.33500 0.159
H -2.73000 -3.72100 -22.83800 0.189
H -4.32100 -2.51200 -20.21500 0.488
H -7.54300 3.72400 -23.27300 0.173
H -3.23400 -5.35700 -21.52800 0.472
H 0.71500 -1.02700 -20.82700 0.510
H -3.27900 0.02800 -20.08500 0.540
H -5.34800 -1.42100 -23.89200 0.200
H 0.29800 -2.59100 -23.43200 0.473
H -0.80700 -4.30300 -22.18800 0.480
H -0.43100 1.10000 -22.90100 0.526
H -1.84400 1.53400 -22.36700 0.547
H -4.16400 -3.27400 -21.94000 0.168
H -2.80400 -1.77900 -24.29100 0.143
H -7.11100 -2.10200 -20.63700 0.468
H -3.55900 2.51300 -23.30400 0.479
H -4.21300 -3.76900 -23.70700 0.208
H -2.10600 -3.43900 -19.74700 0.517
H -0.93300 -2.19800 -23.99800 0.469
H -7.52700 1.20000 -22.80000 0.176
H -3.44500 -6.67700 -20.80400 0.467
H -0.98700 -4.46100 -20.16100 0.481
H -0.05400 -2.28700 -20.67400 0.534
H -4.21900 -3.43000 -19.10500 0.478
H -2.15200 -0.63200 -19.32200 0.510
H -6.63500 -1.80100 -22.11600 0.479
H -5.80200 3.85500 -23.06300 0.154
H -0.93800 -5.29000 -23.33100 0.484
H -6.97700 4.88100 -22.20400 0.208
H -4.30400 -0.04300 -23.70500 0.226
H -7.00600 0.65300 -21.23000 0.191
H -5.01900 -0.93600 -22.27900 0.186
H -4.28000 2.24400 -22.02400 0.531
```